Entry 1:
{"formula": "C17H58F3O15Y", "method": "wB97M-V/def2-TZVPD", "elements": ["Y", "C", "O", "O", "C", "F", "F", "F", "C", "C", "H", "H", "H", "H", "H", "H", "C", "O", "H", "H", "H", "H", "C", "O", "H", "H", "H", "H", "C", "O", "H", "H", "H", "H", "C", "O", "H", "H", "H", "H", "C", "O", "H", "H", "H", "H", "C", "O", "H", "H", "H", "H", "C", "O", "H", "H", "H", "H", "C", "O", "H", "H", "H", "H", "C", "O", "H", "H", "H", "H", "C", "O", "H", "H", "H", "H", "C", "O", "H", "H", "H", "H", "C", "O", "H", "H", "H", "H", "C", "O", "H", "H", "H", "H"], "xyz": [[1.6492, 0.7788, -2.1548], [0.0694, 0.3580, 0.7746], [1.2366, -0.1575, 1.4701], [0.3992, 0.8257, -0.4585], [-0.8911, -0.7897, 0.6288], [-0.3726, -1.7186, -0.1688], [-1.1079, -1.3652, 1.7993], [-2.1412, -0.4609, 0.2142], [1.6274, 0.4193, 2.7012], [2.2438, 1.7710, 2.5790], [3.2126, 1.7974, 2.0496], [1.5169, 2.3843, 2.0263], [2.4803, 2.2026, 3.5784], [2.4041, -0.3533, 3.0241], [0.8467, 0.5424, 3.4377], [-0.3648, 1.1753, 1.3379], [-5.0898, 1.4962, 3.5236], [-4.0166, 1.7318, 2.5897], [-4.8421, 0.7135, 4.2695], [-5.4411, 2.3234, 4.1114], [-5.8447, 1.0435, 2.9214], [-3.1991, 1.3808, 2.9798], [0.3173, -1.9188, 5.6623], [-1.0838, -1.6895, 5.1696], [0.9224, -1.1846, 5.2291], [0.3896, -1.7489, 6.6652], [0.6972, -2.9247, 5.4065], [-1.7074, -2.1272, 5.8017], [-3.7899, 0.8590, -2.2789], [-2.5858, 1.6919, -2.0889], [-4.5639, 1.2651, -1.6851], [-4.0160, 0.9030, -3.3692], [-3.5395, -0.1729, -1.9773], [-2.5479, 2.6699, -1.8680], [2.5734, -2.5542, -2.4835], [1.4522, -1.6598, -2.4737], [3.3754, -2.0494, -1.9723], [2.3220, -3.3924, -1.8874], [2.8814, -2.7781, -3.5404], [0.5910, -2.0921, -2.5997], [-0.1289, 1.6339, -4.8449], [0.3264, 1.6105, -3.5328], [0.6762, 1.9657, -5.4927], [-0.4372, 0.6571, -5.0850], [-0.9123, 2.3908, -5.0152], [-1.8521, 1.2948, -2.7296], [0.3982, -3.3656, -4.7513], [-0.5672, -3.2706, -3.6271], [1.2718, -4.0162, -4.5456], [-0.0275, -3.7029, -5.7024], [0.6763, -2.3291, -4.9167], [-1.1594, -4.0092, -3.6222], [1.8039, -4.3822, 0.3515], [3.0668, -3.6853, 0.5918], [1.0930, -3.6910, -0.0217], [1.8381, -5.1896, -0.4105], [1.3547, -4.9260, 1.1433], [3.6865, -4.3466, 0.8580], [-1.8766, 3.6582, 0.5029], [-2.3866, 4.0037, -0.8493], [-1.7490, 4.4930, 1.2215], [-2.5355, 2.8899, 0.8293], [-0.9128, 3.1437, 0.4807], [-1.8784, 4.7609, -1.2238], [2.9956, 3.4999, -0.2310], [2.3680, 2.9954, -1.4889], [3.1860, 4.5362, -0.5407], [2.2802, 3.5301, 0.5460], [3.8151, 2.8826, -0.0777], [1.6985, 3.5918, -1.7995], [4.6326, -0.6942, -0.4874], [3.2729, -0.1958, -0.7585], [5.2424, -0.6372, -1.3619], [5.0539, -0.0626, 0.2727], [4.4614, -1.6767, -0.0933], [2.6867, -0.4250, -0.0007], [-5.0738, -1.6802, 1.5299], [-4.9102, -3.0895, 1.9152], [-5.1463, -1.5978, 0.3987], [-5.9349, -1.1412, 1.9934], [-4.1546, -1.1605, 1.7882], [-5.5126, -3.5957, 1.4308], [3.2913, 0.1626, -4.9750], [3.5257, 0.8337, -3.7359], [2.9982, 0.8903, -5.7565], [4.1669, -0.4229, -5.2324], [2.5769, -0.6419, -4.8822], [4.3159, 1.3318, -3.8423], [-1.2385, 1.9852, 4.5917], [-1.3906, 0.9532, 3.6384], [-1.0081, 2.8552, 4.0401], [-2.1706, 2.2889, 5.1256], [-0.4207, 1.8371, 5.3362], [-1.4391, 0.0642, 4.1042]], "homo_energy_ev": -13.8, "e_lumo_ev": -4.669, "total_charge": 2, "relative_energy_ev": 0.0000, "homo_lumo_gap_ev": 9.08}

=====

Entry 2:
{"formula": "C17H58LiN12O17S", "method": "wB97M-V/def2-TZVPD", "elements": ["Li", "S", "O", "O", "O", "O", "C", "O", "N", "N", "H", "H", "H", "H", "C", "O", "N", "N", "H", "H", "H", "H", "C", "O", "N", "N", "H", "H", "H", "H", "C", "O", "N", "N", "H", "H", "H", "H", "C", "O", "N", "N", "H", "H", "H", "H", "C", "O", "C", "C", "N", "C", "C", "O", "C", "H", "H", "H", "H", "H", "H", "H", "H", "H", "H", "H", "H", "H", "H", "H", "C", "O", "C", "C", "N", "C", "C", "O", "C", "H", "H", "H", "H", "H", "H", "H", "H", "H", "H", "H", "H", "H", "H", "H", "O", "H", "H", "O", "H", "H", "O", "H", "H", "O", "H", "H"], "xyz": [[12.3545, 11.7927, 16.3988], [10.9770, 13.8531, 14.5893], [10.7328, 14.2697, 16.0166], [9.7405, 13.4586, 13.9000], [11.5481, 14.9645, 13.8124], [11.9342, 12.7143, 14.5587], [14.0922, 17.1978, 15.0964], [15.0374, 17.9933, 15.2326], [13.1169, 17.2447, 16.0348], [14.0737, 16.1447, 14.2210], [12.2782, 16.6847, 15.8660], [13.0689, 18.1516, 16.5206], [14.7628, 16.2495, 13.5162], [13.2087, 15.6525, 14.1710], [9.1311, 10.1768, 13.6780], [9.1568, 8.9661, 13.8263], [9.6913, 10.8250, 12.6299], [8.6400, 11.0630, 14.6392], [10.0690, 10.2627, 11.8611], [9.5343, 11.7960, 12.5844], [7.9617, 10.6663, 15.2875], [8.6794, 12.0816, 14.4211], [11.2121, 13.1551, 10.7710], [10.6452, 12.2066, 10.1097], [10.6489, 14.3115, 11.0208], [12.5002, 12.9256, 11.1772], [9.6505, 14.1598, 10.8563], [10.7233, 14.8220, 11.8665], [12.8367, 12.0114, 10.9363], [12.8740, 13.4649, 11.8678], [13.8885, 10.3720, 13.0151], [14.7366, 9.4490, 12.7292], [14.4281, 11.5616, 13.3786], [12.5558, 10.2830, 13.0619], [15.4391, 11.6308, 13.5109], [13.9390, 12.1580, 14.0347], [12.2254, 9.3567, 13.0575], [12.1053, 11.1534, 13.4340], [12.4353, 9.1243, 15.7049], [13.0792, 10.0298, 16.2066], [13.1983, 8.1067, 15.1653], [11.1471, 9.0449, 15.7114], [14.1270, 8.4515, 14.8346], [12.6666, 7.3545, 14.6541], [10.5961, 9.6947, 16.2973], [10.5395, 8.5724, 15.0444], [16.6832, 9.8910, 19.2297], [15.9547, 11.0765, 18.7579], [14.6058, 11.1139, 19.1388], [14.1077, 12.4475, 18.7508], [14.0286, 12.6314, 17.3138], [14.0699, 14.1119, 16.9635], [15.4906, 14.6801, 16.8100], [16.0645, 14.0282, 15.7040], [17.4048, 14.3716, 15.4795], [17.7511, 10.0260, 19.2070], [16.5543, 8.9946, 18.5955], [16.4135, 9.5849, 20.2592], [14.5588, 11.1089, 20.2162], [13.9167, 10.2504, 18.8209], [14.8640, 13.1124, 19.0341], [13.1142, 12.5889, 19.1602], [14.8701, 12.2793, 16.8768], [13.4266, 14.6925, 17.6174], [13.6401, 14.1441, 15.9486], [16.0664, 14.3671, 17.6754], [15.3687, 15.7636, 16.5524], [18.1683, 13.8446, 16.0872], [17.5635, 15.4394, 15.7320], [17.6385, 14.2028, 14.4447], [10.6881, 15.6153, 18.8723], [10.3194, 16.8422, 19.3683], [10.0546, 17.7807, 18.3653], [9.4842, 19.0044, 18.9828], [10.4438, 19.7824, 19.7908], [10.4354, 19.3565, 21.2118], [11.6994, 19.5538, 21.9029], [12.4753, 20.7481, 21.6212], [11.9358, 21.7856, 22.3700], [10.8916, 14.8994, 19.6299], [11.5525, 15.8720, 18.2935], [9.8990, 15.2015, 18.1935], [9.3009, 17.4223, 17.6881], [10.9975, 18.0392, 17.8826], [8.5130, 18.7094, 19.4165], [9.1727, 19.6376, 18.1648], [10.3004, 20.7530, 19.6298], [10.2983, 18.2893, 21.3130], [9.5417, 19.6623, 21.7222], [12.3277, 18.7410, 21.5660], [11.6468, 19.3720, 23.0220], [11.0392, 22.3336, 21.9804], [12.6094, 22.6682, 22.4284], [11.8199, 21.4920, 23.3805], [8.3306, 13.4123, 17.0553], [7.3937, 13.5049, 17.0222], [8.7379, 14.1550, 16.5450], [10.4752, 11.5184, 17.6827], [10.3361, 11.4850, 18.6328], [9.9643, 12.2966, 17.3352], [8.9507, 16.5984, 14.8353], [8.3004, 16.1106, 14.4090], [9.8212, 16.3357, 14.5270], [7.3544, 14.3728, 13.0020], [6.6505, 13.7711, 13.1858], [8.2002, 13.9896, 13.2474]], "homo_energy_ev": -6.9, "e_lumo_ev": 1.800, "total_charge": -1, "homo_lumo_gap_ev": 8.71}

=====

Entry 3:
{"formula": "C17H60N14O18", "method": "wB97M-V/def2-TZVPD", "elements": ["C", "O", "N", "N", "H", "H", "H", "H", "C", "O", "N", "N", "H", "H", "H", "H", "C", "O", "N", "N", "H", "H", "H", "H", "C", "O", "N", "N", "H", "H", "H", "H", "C", "O", "N", "N", "H", "H", "H", "H", "C", "O", "N", "N", "H", "H", "H", "H", "C", "O", "N", "N", "H", "H", "H", "H", "C", "C", "O", "O", "H", "H", "H", "H", "H", "H", "C", "C", "O", "O", "H", "H", "H", "H", "H", "H", "C", "C", "O", "O", "H", "H", "H", "H", "H", "H", "C", "C", "O", "O", "H", "H", "H", "H", "H", "H", "C", "C", "O", "O", "H", "H", "H", "H", "H", "H", "O", "H", "H"], "xyz": [[-3.2587, 19.9741, 21.0914], [-4.2782, 19.4762, 20.7082], [-3.0680, 20.4722, 22.2884], [-2.2116, 20.0250, 20.3987], [-2.1746, 20.8154, 22.6113], [-3.8754, 20.3635, 22.8854], [-2.2836, 19.8393, 19.4085], [-1.4099, 20.4294, 20.8610], [1.6418, 20.2398, 12.9516], [1.2800, 20.5151, 14.0897], [1.7314, 21.1544, 12.0699], [2.0132, 19.0382, 12.4922], [2.1909, 20.9929, 11.1851], [1.2564, 22.0269, 12.2522], [2.1787, 18.8587, 11.5121], [2.0326, 18.2238, 13.0892], [-2.4958, 16.7918, 15.2089], [-1.5356, 17.5350, 15.1629], [-2.5501, 15.9476, 16.1562], [-3.5478, 16.8095, 14.4561], [-3.5159, 16.0333, 16.4390], [-1.7380, 15.9606, 16.7566], [-4.3972, 16.2846, 14.6083], [-3.5530, 17.6280, 13.8644], [1.6105, 14.9856, 14.1078], [1.9228, 14.4505, 15.1868], [0.5451, 15.7277, 13.9972], [2.4452, 14.8525, 13.0944], [-0.0229, 15.6838, 14.8313], [0.1564, 16.1071, 13.1457], [2.1910, 15.2999, 12.2253], [3.1601, 14.1560, 13.2494], [-2.8008, 19.8982, 12.7718], [-2.2386, 19.1458, 12.0160], [-2.8027, 19.8303, 14.0665], [-3.4442, 20.9066, 12.3948], [-2.2711, 19.0289, 14.3754], [-3.3906, 20.4288, 14.6287], [-3.8484, 21.6046, 13.0028], [-3.3801, 21.0972, 11.4050], [-0.1152, 23.1019, 19.3437], [-0.2871, 23.0696, 20.5334], [0.8926, 22.6349, 18.7672], [-0.9520, 23.7645, 18.5411], [1.2926, 21.9064, 19.3411], [1.0236, 22.6650, 17.7662], [-1.6919, 24.3518, 18.8985], [-0.5840, 23.8482, 17.6043], [3.9189, 20.2098, 20.0588], [2.8651, 20.7497, 20.0886], [4.7924, 20.2107, 21.0450], [4.4052, 19.7408, 19.0067], [4.4930, 20.6002, 21.9275], [5.7762, 19.9933, 20.9741], [5.3076, 19.2908, 19.0628], [3.8730, 19.6942, 18.1496], [-2.0194, 15.7489, 21.9848], [-1.8083, 14.2090, 22.0138], [-2.7897, 13.3598, 22.6030], [-1.2711, 16.3512, 20.9090], [-1.6081, 16.2010, 22.8874], [-3.0458, 16.0520, 21.7778], [-0.8836, 13.9059, 22.5049], [-1.7683, 13.9511, 20.9555], [-2.4369, 12.5108, 22.8792], [-0.7780, 17.1307, 21.1751], [1.3444, 18.2904, 17.3314], [0.3394, 19.1466, 18.0107], [-0.6471, 19.7197, 17.2128], [2.0281, 19.1203, 16.3207], [0.9097, 17.4724, 16.7570], [2.0620, 17.7762, 17.9708], [0.8145, 19.8808, 18.6613], [-0.0853, 18.4956, 18.7750], [-0.9254, 19.1137, 16.5223], [1.3098, 19.6750, 16.0078], [0.0002, 13.9255, 17.9204], [-0.1410, 12.7164, 16.8915], [1.1662, 12.2990, 16.4667], [0.1091, 15.0967, 17.1326], [0.9231, 13.8596, 18.4966], [-0.9376, 13.9909, 18.4721], [-0.9009, 12.8730, 16.1259], [-0.3608, 11.8316, 17.4890], [1.5645, 13.0479, 16.0170], [0.7789, 14.9050, 16.4722], [-3.7794, 20.9640, 16.8804], [-3.9651, 22.0125, 17.9781], [-5.0502, 21.7730, 18.8265], [-4.6315, 21.2786, 15.7756], [-3.9400, 19.9269, 17.1748], [-2.7360, 21.0563, 16.5789], [-3.8808, 22.9972, 17.5184], [-3.0720, 21.9771, 18.6020], [-4.9656, 20.8998, 19.2163], [-5.5418, 21.1774, 16.0633], [4.3879, 15.8945, 17.3284], [3.9722, 14.8962, 18.4558], [3.5546, 13.6689, 17.8854], [5.5988, 15.3961, 16.7440], [4.4678, 16.9139, 17.7057], [3.5668, 15.9198, 16.6119], [3.1775, 15.2968, 19.0852], [4.7059, 14.7215, 19.2428], [4.2829, 13.3779, 17.3318], [5.4995, 15.6380, 15.8203], [1.7835, 22.3570, 16.2868], [1.9807, 21.5140, 15.8786], [2.6233, 22.6578, 16.6341]], "homo_energy_ev": -8.9, "e_lumo_ev": 0.075, "relative_energy_ev": 1.7435, "homo_lumo_gap_ev": 8.95}

=====

| no. | molar mass (u) |
| --- | --- |
| 1 | 648.54 |
| 2 | 741.73 |
| 3 | 748.75 |